18
Properties=species:S:1:pos:R:3 method="wB97M-V/def2-TZVPD" e_above_lowest_kj_mol=437.2 homo_ha="-0.24774 / -0.24780" lumo_ev="0.57 / 0.58" energy_ev=-8897.1656 multiplicity=1 total_charge=0
C -1.02903 -1.61350 -0.05869
C -0.66030 -0.17211 -0.43741
C -1.49154 0.95466 0.15040
N 0.67497 0.20751 0.07217
C 1.78840 -0.72677 0.21896
C 0.83824 1.52268 0.27281
O 0.56795 2.60086 -0.47522
H -1.01359 -1.74603 1.03066
H -2.05563 -1.79497 -0.39802
H -0.38724 -2.37912 -0.51919
H -0.65188 -0.10574 -1.53873
H -0.37654 2.46309 -0.71119
H -2.38158 1.21010 -0.44461
H -1.79305 0.73046 1.18387
H 1.50100 -1.58944 0.82823
H 2.12249 -1.09049 -0.76388
H 2.63304 -0.22001 0.69590
H 1.71426 1.74884 0.89392

---

18
Properties=species:S:1:pos:R:3 method="wB97M-V/def2-TZVPD" e_above_lowest_kj_mol=213.8 homo_ha=-0.33540 lumo_ev=0.85 energy_ev=-8899.4814 multiplicity=1 total_charge=0
C -1.02077 -1.55827 -0.07724
C -0.64590 -0.12533 -0.51610
C -1.47950 1.05916 0.00005
N 0.69407 0.25254 -0.02091
C 1.76176 -0.70641 0.21254
C 1.01074 1.57047 0.14339
O 0.62420 2.57330 -0.45758
H -0.96377 -1.69375 1.00990
H -2.04940 -1.77577 -0.38326
H -0.38738 -2.33065 -0.54431
H -0.66265 -0.11380 -1.61267
H -0.83592 2.06939 -0.42865
H -2.44736 1.14417 -0.47508
H -1.68255 0.83839 1.08350
H 1.44864 -1.54032 0.84588
H 2.14176 -1.11178 -0.73546
H 2.59399 -0.18961 0.70141
H 1.75742 1.72164 0.91641

---

18
Properties=species:S:1:pos:R:3 method="wB97M-V/def2-TZVPD" e_above_lowest_kj_mol=270.3 homo_ha=-0.34956 lumo_ev=0.93 energy_ev=-8898.8961 multiplicity=1 total_charge=0
C 0.68767 -0.84978 -0.44845
C -0.58759 -1.62356 -0.73933
C -0.47942 1.61329 -1.62789
O -1.61662 1.26198 -1.80759
H 0.13355 2.16849 -2.35940
H 1.22112 -0.54575 -1.34791
H 1.38449 -1.50980 0.07225
H -0.38421 -2.43683 -1.43575
H -1.35466 -0.98660 -1.17550
H -1.01816 -2.05536 0.16291
C -0.26088 0.01750 1.88107
C 0.61641 0.36641 0.71571
N 1.53459 1.22164 0.67702
H 1.63362 1.79909 1.51008
H -0.05556 1.77595 -0.59013
H -0.03250 -0.98356 2.24352
H -1.30321 0.05119 1.56319
H -0.11865 0.71570 2.70622

---

18
Properties=species:S:1:pos:R:3 method="wB97M-V/def2-TZVPD" e_above_lowest_kj_mol=538.3 homo_ha=-0.27335 lumo_ev=0.89 energy_ev=-8896.1179 multiplicity=1 total_charge=0
C 0.10980 -1.41555 2.79342
O 0.64758 -0.97105 1.55632
C -0.10368 -1.00546 0.46456
C -1.03922 0.81984 -0.35797
N -0.31214 0.21534 -1.44671
C 0.23447 1.12701 -2.42542
C 0.69780 -0.51856 -0.71526
H 0.85541 -2.06295 3.26412
H -0.82928 -1.95997 2.65808
H -0.04288 -0.53160 3.41804
H -1.19256 -0.50945 0.39706
H -2.07596 1.07362 -0.61002
H -0.52521 1.66386 0.13699
H 0.92727 1.85961 -1.96743
H -0.57396 1.67607 -2.91846
H 0.78844 0.56127 -3.18380
H 1.50487 0.15536 -0.35124
H 1.16596 -1.33766 -1.27646